DFT (wB97M-V/def2-TZVPD) results for a cluster of 2 separate species, C5H5Cl in total in a non-equilibrium geometry.

energy above the lowest of the compared OMol25 structures with the same formula, charge and spin: 148.6 kcal per mole
net charge: 0
frontier orbital gap: 8.05 eV
largest force on an atom: 3.5 eV/Å
HOMO: -9.14 eV
molecular weight: 100.5 g mol⁻¹
LUMO level: -0.0402 hartree

Last column: Mulliken charge in e.
CARTESIAN COORDINATES (ANGSTROEM)
C: -1.85634 0.31943 0.23631  -0.357
H: 1.69113 -1.31013 1.58093  0.283
Cl: -3.90315 0.14714 -1.89184  -0.140
C: 1.18117 0.68932 -0.50819  -0.971
C: -2.48344 0.17699 -0.81153  0.037
H: 2.18708 0.37744 -0.68380  0.393
H: 0.73503 0.72878 -1.47474  0.325
H: 1.12893 1.69244 -0.12804  0.273
C: 0.53904 -0.25430 0.36463  0.399
H: 0.07869 -1.47808 2.01114  0.364
C: 0.70186 -1.08903 1.30515  -0.604

Cartesian forces, eV/Å:
C 3.2 -0.8 -0.1
H 1.7 -0.3 -0.2
Cl 2.4 0.0 1.6
C -0.5 0.2 -0.5
C -2.9 0.1 -1.5
H 1.0 -0.2 0.2
H -0.6 -0.2 -0.7
H 0.1 0.4 0.4
C -3.1 1.5 -0.3
H -2.3 -0.9 1.2
C 0.9 0.2 0.0

***

DFT (wB97M-V/def2-TZVPD) results for a cluster of 2 separate species, C4H11NO2 in total in a non-equilibrium geometry.

energy above the lowest of the compared OMol25 structures with the same formula, charge and spin: 43.5 kcal per mole
net charge: 0
frontier orbital gap: 10.22 eV
largest force on an atom: 5.6 eV/Å
HOMO: -9.78 eV
molecular weight: 105.1 g mol⁻¹
LUMO level: 0.0164 hartree

Last column: Mulliken charge in e.
CARTESIAN COORDINATES (ANGSTROEM)
H: 0.69664 0.03180 -1.85087  0.281
H: -0.36856 1.51849 1.60603  0.321
H: 1.03365 -1.01171 0.89003  0.141
C: 0.03778 -0.63598 1.22806  -0.154
H: 0.89427 -2.39649 -2.25910  0.323
H: 1.60265 -2.74220 -0.91805  0.311
H: 0.95228 -1.02009 3.08732  0.285
O: -1.71434 1.76645 -0.68315  -0.586
C: -0.14318 -0.95163 2.72989  -1.082
C: 0.13545 0.91894 0.78413  -0.541
H: 1.14488 1.34257 0.90575  0.381
O: 1.54875 -2.07483 -1.60680  -0.644
H: -0.91427 -0.96900 0.61646  0.268
N: 0.18914 0.89744 -1.82967  -0.554
H: -0.75784 -0.26191 3.41380  0.302
H: -0.34652 -2.05123 2.79784  0.320
C: -0.58991 1.16302 -0.52680  0.351
H: -0.57726 0.77870 -2.45362  0.279

Cartesian forces, eV/Å:
H 0.6 -0.4 0.6
H -0.1 -0.6 -1.2
H -1.3 -0.6 0.0
C -1.4 1.6 -1.7
H 0.6 0.1 0.6
H -0.1 -0.1 0.0
H -1.6 0.8 0.2
O 4.6 -2.9 1.2
C 2.4 -0.5 0.5
C -1.2 0.0 2.6
H -0.1 -0.5 -1.0
O -0.5 0.0 -0.7
H 2.2 -0.1 1.1
N -2.1 0.4 3.4
H 0.8 -1.2 -1.3
H -0.8 1.0 0.2
C -1.5 2.8 -3.4
H -0.5 0.3 -1.0